{"formula": "C17H49N6O8P2S2Si2TeY", "method": "wB97M-V/def2-TZVPD", "symbols": ["Y", "N", "N", "C", "O", "O", "H", "H", "H", "C", "N", "C", "P", "O", "O", "P", "O", "N", "C", "C", "N", "C", "C", "N", "C", "C", "H", "H", "H", "H", "H", "H", "H", "H", "H", "H", "H", "H", "H", "H", "H", "H", "H", "H", "H", "H", "H", "H", "H", "H", "O", "S", "O", "O", "S", "C", "Si", "C", "C", "C", "Te", "C", "Si", "C", "C", "C", "H", "H", "H", "H", "H", "H", "H", "H", "H", "H", "H", "H", "H", "H", "H", "H", "H", "H", "H", "H", "H", "H"], "xyz": [[-0.43165, -0.34477, -0.17210], [0.70818, -1.67932, 1.75058], [0.08799, -1.22942, 2.93275], [-1.26623, -0.84942, 2.84320], [-1.85331, -0.58921, 3.88440], [-1.72889, -0.79122, 1.64459], [0.63156, -2.68793, 1.63464], [1.69129, -1.42819, 1.76882], [0.35809, -1.66382, 3.80208], [-1.78406, 3.30989, 4.02965], [-0.74738, 2.68202, 3.22938], [0.35853, 2.13487, 4.01220], [-0.64756, 2.69374, 1.60696], [0.15140, 1.53844, 1.10257], [-2.19189, 2.73960, 1.16725], [-3.12975, 1.87738, 0.14002], [-2.26811, 0.98742, -0.67051], [-4.23626, 1.18008, 1.10040], [-4.81470, -0.06996, 0.59383], [-4.31634, 1.33179, 2.55003], [-3.86701, 2.94446, -0.83942], [-4.91023, 3.83094, -0.35655], [-3.22045, 3.34710, -2.08928], [0.01929, 4.08154, 1.03986], [-0.52385, 5.35148, 1.49891], [0.53445, 4.12016, -0.33010], [-1.36089, 4.11125, 4.64351], [-2.23721, 2.56638, 4.68940], [-2.55847, 3.73432, 3.39708], [0.82319, 2.91966, 4.61545], [1.10632, 1.69892, 3.35533], [-0.02655, 1.34800, 4.66385], [-4.66528, -0.15073, -0.48198], [-5.88570, -0.07901, 0.80189], [-4.33105, -0.92111, 1.07627], [-4.05409, 2.34545, 2.83701], [-3.66484, 0.62180, 3.06613], [-5.35210, 1.16118, 2.85050], [-5.37427, 3.41366, 0.53536], [-5.67925, 3.94177, -1.12293], [-4.51598, 4.82529, -0.11963], [-2.54538, 2.56513, -2.43206], [-2.66600, 4.28382, -1.96512], [-3.99106, 3.50054, -2.84562], [-0.79895, 5.29304, 2.55072], [-1.40442, 5.65217, 0.91933], [0.23835, 6.12444, 1.39459], [0.87080, 3.13328, -0.63462], [1.37572, 4.81342, -0.36933], [-0.23188, 4.45447, -1.03698], [-0.12810, -1.48553, -4.08216], [-0.91102, -0.63786, -3.21065], [-1.22245, -1.44045, -1.93494], [-2.11962, -0.06834, -3.74007], [0.32532, 0.91737, -2.51354], [1.51764, -6.87462, -2.50871], [1.27237, -5.09331, -3.05140], [2.79405, -4.51777, -3.97751], [-0.23542, -4.92815, -4.13521], [0.98441, -4.05958, -1.48556], [1.85265, -2.10318, -1.53903], [3.57169, -2.58751, -0.34896], [4.66858, -1.07573, -0.13692], [6.35753, -1.56844, 0.50285], [4.85062, -0.20105, -1.78235], [3.84444, 0.06868, 1.10979], [1.65960, -7.53002, -3.37091], [0.65195, -7.24074, -1.95182], [2.39594, -6.97499, -1.86596], [2.98784, -5.19082, -4.81675], [3.68810, -4.51117, -3.34778], [2.65344, -3.51162, -4.37573], [-0.12301, -5.50398, -5.05688], [-0.39308, -3.87957, -4.39891], [-1.13066, -5.28611, -3.62118], [1.35351, -4.55646, -0.58582], [-0.08792, -3.88834, -1.36684], [4.10727, -3.36364, -0.90055], [3.26453, -3.00479, 0.61333], [6.87969, -2.19563, -0.22301], [6.30616, -2.11906, 1.44432], [6.96590, -0.67612, 0.66906], [4.92976, -0.91206, -2.60772], [5.75499, 0.41238, -1.78157], [4.00107, 0.44970, -2.00385], [3.81434, -0.37901, 2.10820], [2.82428, 0.33666, 0.81774], [4.39944, 1.00610, 1.19470]], "charge": 0, "homo_lumo_gap_ev": 7.66, "molar_mass_g_mol": 864.4, "max_force_ha_per_bohr": 0.013, "e_homo_ev": -7.57, "energy_ev": -108097.357, "e_above_lowest_kj_mol": 62.3}

=====

{"formula": "C21H23N2O2", "method": "wB97M-V/def2-TZVPD", "symbols": ["C", "C", "N", "C", "C", "C", "C", "N", "C", "H", "H", "H", "H", "H", "H", "H", "H", "H", "H", "H", "H", "H", "H", "H", "C", "C", "C", "C", "C", "C", "C", "O", "C", "C", "C", "C", "C", "C", "C", "O", "H", "H", "H", "H", "H", "H", "H", "H"], "xyz": [[1.47679, -0.49168, 4.39777], [0.43755, -0.71156, 3.31106], [-0.09042, 0.26028, 2.71094], [0.01444, -2.11273, 2.97413], [0.80030, -2.82418, 1.83738], [1.26264, -4.23199, 2.37525], [2.59607, -3.94432, 3.03671], [3.17577, -2.74651, 2.32055], [2.10379, -2.23162, 1.37402], [2.04520, 0.39647, 4.15528], [1.01917, -0.36654, 5.37004], [2.17005, -1.33102, 4.43153], [0.27058, 1.14460, 3.06644], [-1.00994, -2.01375, 2.64924], [0.02400, -2.69712, 3.88491], [0.14949, -3.05190, 1.00892], [1.40109, -4.87801, 1.52295], [0.51308, -4.61024, 3.04543], [3.23283, -4.78119, 2.78844], [2.61587, -3.83228, 4.10767], [3.33045, -1.98095, 2.97300], [4.04337, -3.05294, 1.88913], [2.15102, -1.15712, 1.44144], [2.33283, -2.42708, 0.33920], [1.50987, 0.79646, -1.10419], [0.55618, 0.65311, -0.09658], [-0.74972, 1.04779, -0.31891], [-1.10731, 1.59694, -1.54404], [-0.14748, 1.76024, -2.54365], [1.16049, 1.34918, -2.32362], [-0.50218, 2.38964, -3.84982], [0.33619, 2.52244, -4.71531], [-1.90123, 2.85074, -4.05177], [-2.24074, 3.48779, -5.23827], [-3.54181, 3.91124, -5.44655], [-4.51260, 3.69318, -4.47422], [-4.17990, 3.06318, -3.28758], [-2.87323, 2.64729, -3.06732], [-2.52570, 2.00104, -1.77391], [-3.36536, 1.80691, -0.92087], [2.53439, 0.48156, -0.93478], [0.82727, 0.23302, 0.86064], [-1.49092, 0.93283, 0.45965], [1.89859, 1.46783, -3.10516], [-1.48577, 3.65335, -5.99423], [-3.80338, 4.41155, -6.36930], [-5.53006, 4.01962, -4.64295], [-4.93160, 2.89645, -2.52867]], "charge": 1, "homo_lumo_gap_ev": 8.02, "molar_mass_g_mol": 335.4, "max_force_ha_per_bohr": 0.039, "e_homo_ev": -11.38, "energy_ev": -29218.788, "e_above_lowest_kj_mol": 0.0}

=====

{"formula": "C31H44BrN3OP2Pd", "method": "wB97M-V/def2-TZVPD", "symbols": ["C", "C", "C", "C", "N", "C", "C", "C", "C", "C", "C", "C", "C", "C", "Pd", "P", "H", "H", "H", "H", "H", "H", "H", "H", "C", "C", "H", "H", "H", "H", "H", "C", "C", "H", "H", "H", "H", "H", "C", "C", "H", "H", "H", "H", "H", "Br", "P", "C", "C", "H", "H", "H", "H", "H", "C", "C", "H", "H", "H", "H", "H", "C", "C", "H", "H", "H", "H", "H", "N", "C", "O", "C", "C", "C", "N", "C", "C", "H", "H", "H", "H", "H", "H"], "xyz": [[-0.95338, 4.43793, -3.68234], [-1.09366, 3.29966, -4.49823], [-1.25242, 3.46862, -5.87591], [-1.15727, 4.77101, -6.39266], [-0.94056, 5.83044, -5.61083], [-0.83266, 5.69471, -4.29010], [-1.01406, 2.02020, -3.82015], [-1.09688, 1.71652, -2.54307], [-1.46980, 2.01457, -1.19811], [-0.50405, 1.61047, -0.24810], [-0.94136, 0.96975, 0.89367], [-2.32135, 0.82950, 1.14261], [-3.23302, 1.59465, 0.39513], [-2.81812, 2.20351, -0.78301], [-0.47625, 0.21286, -3.60297], [1.94785, -1.25299, 0.42094], [-1.45979, 2.62461, -6.52634], [-0.91036, 4.35526, -2.59679], [-1.25479, 4.95443, -7.46793], [-0.64484, 6.58354, -3.67149], [-3.51175, 2.73743, -1.42804], [0.56398, 1.67234, -0.48401], [-4.26909, 1.64030, 0.72030], [-0.21599, 0.54099, 1.58559], [1.83320, -2.83212, 1.38252], [2.72425, -4.00740, 0.98538], [0.77195, -3.12536, 1.30366], [2.00595, -2.55955, 2.43607], [2.62977, -4.79558, 1.74467], [2.42789, -4.45053, 0.02552], [3.78589, -3.73445, 0.93381], [2.80092, -1.74265, -1.14069], [3.16948, -0.53230, -1.99798], [2.10141, -2.39474, -1.68800], [3.68735, -2.34319, -0.89537], [3.19128, -0.82326, -3.05397], [2.43718, 0.28097, -1.90014], [4.16233, -0.13993, -1.74423], [3.30573, -0.34781, 1.29864], [4.65615, -1.05079, 1.40252], [2.91733, -0.10149, 2.29970], [3.41867, 0.60577, 0.75834], [5.37439, -0.35799, 1.85865], [4.61654, -1.94179, 2.04075], [5.06307, -1.33513, 0.42423], [-2.89080, -0.40786, 2.34549], [-2.20741, -2.60759, -2.20947], [-0.40157, -2.87876, -1.97170], [-0.10183, -4.36754, -1.79282], [-0.09236, -2.28071, -1.10141], [0.10166, -2.48763, -2.86775], [0.97056, -4.54528, -1.66172], [-0.61427, -4.80013, -0.92706], [-0.42251, -4.93388, -2.67534], [-2.69609, -3.01484, -0.44420], [-4.16215, -3.40031, -0.27522], [-2.45957, -2.13939, 0.18576], [-2.06814, -3.84345, -0.09320], [-4.38125, -3.53833, 0.79167], [-4.85361, -2.64256, -0.66328], [-4.37110, -4.35036, -0.78189], [-2.69571, -0.85302, -2.10957], [-3.44142, -0.44372, -3.37375], [-1.74578, -0.30525, -1.93763], [-3.28038, -0.67086, -1.20487], [-3.26343, 0.60879, -3.59584], [-3.11589, -1.03580, -4.23589], [-4.51473, -0.60066, -3.23782], [2.10034, 2.23613, 8.12155], [1.30140, 2.91057, 7.23570], [0.91776, 4.05594, 7.44103], [0.97632, 2.17682, 5.96560], [1.58523, 0.96998, 5.58418], [1.25131, 0.40842, 4.34244], [0.39169, 0.98842, 3.50201], [-0.21021, 2.12475, 3.86046], [0.05509, 2.76075, 5.08006], [2.25372, 2.68160, 9.01012], [2.21422, 1.23773, 8.08378], [2.32442, 0.45916, 6.20317], [1.70286, -0.53288, 4.01979], [-0.92933, 2.56215, 3.16725], [-0.44814, 3.69859, 5.30820]], "charge": 4, "homo_lumo_gap_ev": [7.20, 3.55], "molar_mass_g_mol": 723.0, "max_force_ha_per_bohr": 0.098, "s2": 6.029, "e_homo_ev": [-18.05, -17.96], "energy_ev": -131429.769, "e_above_lowest_kj_mol": 155.8, "multiplicity": 5}

=====

{"formula": "C2H5N3S", "method": "wB97M-V/def2-TZVPD", "symbols": ["H", "N", "C", "N", "C", "N", "S", "H", "H", "H", "H"], "xyz": [[2.98932, 0.88620, -0.19491], [2.85665, -0.09723, -0.01768], [1.64371, -0.48734, 0.00183], [0.57954, 0.30245, -0.08467], [-0.71425, -0.15188, 0.01892], [-1.72685, 0.60159, 0.03219], [-3.17861, -0.28406, -0.07162], [1.48720, -1.56381, 0.10923], [0.74013, 1.28100, -0.07608], [-0.72359, -1.21086, -0.01677], [-3.95325, 0.72392, 0.29957]], "charge": 0, "homo_lumo_gap_ev": 9.42, "molar_mass_g_mol": 103.2, "max_force_ha_per_bohr": 0.058, "e_homo_ev": -8.54, "energy_ev": -17459.511, "e_above_lowest_kj_mol": 154.5}

=====

{"formula": "C33H65N4O11", "method": "wB97M-V/def2-TZVPD", "symbols": ["C", "C", "C", "C", "C", "C", "C", "N", "C", "C", "C", "C", "C", "N", "C", "N", "N", "C", "O", "O", "C", "H", "H", "H", "H", "H", "H", "H", "H", "H", "H", "H", "H", "H", "H", "H", "H", "H", "H", "H", "H", "H", "H", "H", "C", "O", "C", "C", "O", "C", "C", "O", "C", "H", "H", "H", "H", "H", "H", "H", "H", "H", "H", "H", "H", "H", "H", "C", "O", "C", "C", "O", "C", "C", "O", "C", "H", "H", "H", "H", "H", "H", "H", "H", "H", "H", "H", "H", "H", "H", "C", "O", "C", "C", "O", "C", "C", "O", "C", "H", "H", "H", "H", "H", "H", "H", "H", "H", "H", "H", "H", "H", "H"], "xyz": [[-0.47261, -1.85692, -0.84507], [1.05971, -2.24704, -0.81858], [1.54319, -3.50734, -1.40086], [2.98613, -3.82795, -1.35125], [3.90051, -2.85037, -0.74151], [3.40620, -1.57788, -0.17937], [4.43792, -0.53387, 0.42668], [5.65512, -0.61517, -0.40193], [6.60077, 0.49523, -0.15099], [6.01845, 1.93644, -0.43338], [6.92639, 2.79900, -1.38834], [6.92447, 2.21894, -2.85093], [5.54178, 2.46956, -3.58420], [5.30740, 1.50449, -4.69426], [4.60022, 0.32698, -4.23392], [3.37741, 0.41255, -3.84964], [5.28854, -0.97032, -4.24883], [7.27886, 0.46417, 1.27884], [8.02403, 1.44197, 1.55417], [7.13495, -0.51246, 2.12186], [1.96590, -1.26802, -0.21011], [-0.94728, -2.18451, 0.12168], [-0.92228, -2.35276, -1.74261], [-0.52606, -0.74307, -0.93244], [0.80683, -4.20642, -1.86052], [3.32017, -4.78918, -1.79974], [4.98091, -3.11988, -0.75583], [4.60470, -0.79082, 1.50851], [3.91351, 0.45331, 0.39044], [6.14755, -1.44866, -0.04869], [7.45065, 0.35391, -0.88641], [5.92527, 2.46990, 0.55711], [4.98175, 1.88116, -0.88172], [7.95420, 2.84133, -0.93664], [6.48227, 3.83870, -1.40919], [7.23894, 1.13765, -2.87645], [7.70169, 2.78428, -3.43704], [4.66391, 2.43204, -2.88762], [5.56209, 3.52227, -3.99899], [6.23973, 1.21633, -5.00515], [3.09993, 1.39991, -3.95129], [5.09578, -1.41881, -3.34098], [4.72883, -1.52560, -4.91146], [1.63765, -0.29533, 0.21776], [7.39968, 0.75679, 4.82480], [6.99619, 1.78594, 5.72304], [8.00148, 2.09104, 6.67087], [7.75857, 3.46281, 7.27725], [8.20394, 4.52897, 6.44131], [7.39253, 4.80561, 5.30095], [6.08902, 5.50499, 5.65089], [5.12332, 4.56315, 6.10008], [4.08345, 5.17444, 6.82942], [7.62498, -0.16600, 5.37255], [6.58160, 0.56505, 4.13535], [8.26885, 1.07417, 4.24438], [8.98869, 2.07290, 6.19414], [7.96396, 1.32527, 7.45844], [8.36129, 3.54016, 8.18712], [6.71581, 3.59789, 7.57152], [7.22606, 3.90492, 4.70771], [7.98509, 5.48888, 4.68663], [5.68496, 5.99559, 4.75606], [6.27426, 6.25771, 6.42717], [4.47919, 5.65010, 7.73428], [3.37703, 4.39990, 7.12835], [3.56043, 5.91435, 6.21364], [-3.92200, 2.69222, -4.83387], [-4.37124, 2.15380, -3.60830], [-5.56554, 2.77601, -3.15490], [-6.27052, 1.89455, -2.13791], [-7.03062, 0.84665, -2.73521], [-6.27925, -0.24386, -3.26641], [-5.70202, -1.15070, -2.19304], [-4.50721, -0.59358, -1.66448], [-4.17405, -1.14275, -0.40583], [-3.71411, 3.76302, -4.73367], [-3.00119, 2.17921, -5.11142], [-4.66386, 2.52398, -5.62189], [-6.23698, 2.96623, -4.00044], [-5.28904, 3.73035, -2.68874], [-7.00078, 2.51257, -1.60845], [-5.57796, 1.50480, -1.38963], [-5.51226, 0.10611, -3.95921], [-6.99624, -0.82802, -3.85019], [-5.45013, -2.12468, -2.63104], [-6.44154, -1.29085, -1.39540], [-4.95729, -0.91867, 0.32710], [-3.24554, -0.68346, -0.06827], [-4.02765, -2.22476, -0.48352], [-10.97839, -1.16801, -0.68623], [-10.82272, -2.54044, -0.98326], [-9.91867, -2.75454, -2.05955], [-9.40453, -4.18394, -2.04657], [-8.35209, -4.39177, -1.10774], [-8.73859, -4.44367, 0.26355], [-9.44630, -5.73557, 0.63657], [-10.81609, -5.67731, 0.25967], [-11.40097, -6.95993, 0.17845], [-11.36843, -0.62558, -1.55409], [-11.69037, -1.07819, 0.13465], [-10.02525, -0.73365, -0.36770], [-9.07199, -2.06215, -1.98425], [-10.46199, -2.56370, -2.99376], [-8.96094, -4.38889, -3.02462], [-10.21180, -4.90474, -1.90361], [-9.32198, -3.56454, 0.54237], [-7.80253, -4.39908, 0.82656], [-9.40505, -5.87539, 1.72416], [-8.95175, -6.57963, 0.14190], [-10.90463, -7.55804, -0.59354], [-12.44783, -6.83912, -0.09959], [-11.34652, -7.47270, 1.14433]], "charge": -1, "homo_lumo_gap_ev": 6.42, "molar_mass_g_mol": 693.9, "max_force_ha_per_bohr": 0.069, "e_homo_ev": -4.59, "energy_ev": -63753.078}